Entry from OMol25: a 2-piece molecular cluster, C5H9N3O overall in a non-equilibrium geometry (wB97M-V/def2-TZVPD).

Output
E_HOMO = -0.29172 Ha
relative energy (zero: lowest compared OMol25 entry of this formula, charge and spin) = 725.15 kJ/mol
gap between HOMO and LUMO = 8.81 eV
energy = -11841.8925 eV
LUMO level = 0.9 eV

```
! RIJCOSX wB97M-V def2-TZVPD def2/J DEFGRID3
* xyz 0 1
H -2.46 -0.53 0.47
H -0.46 1.50 -1.65
H -2.17 0.98 -0.99
C -1.29 -0.57 0.52
N 1.89 -1.23 -0.46
N 1.81 0.85 0.89
H 0.37 -1.01 1.63
N 0.83 -0.28 -0.60
H 1.63 1.49 1.72
C 0.72 0.65 0.34
C -0.70 1.03 0.49
C -0.99 0.89 -0.91
O -0.86 -1.43 1.44
C -0.78 -0.74 -0.96
H 2.60 -0.64 0.13
H -1.28 -1.47 -1.57
H -1.05 1.98 0.90
H 2.19 -1.46 -1.41
*
```

Entry from OMol25: C14H27O5Y as an isolated structure in a non-equilibrium geometry (wB97M-V/def2-TZVPD).

Output
E_HOMO = -0.49057 Ha
gap between HOMO and LUMO = 1.65 eV
energy = -26210.7679 eV
LUMO level = -11.7 eV

```
! RIJCOSX wB97M-V def2-TZVPD def2/J DEFGRID3
* xyz 2 1
O -1.70 -1.64 0.65
H 2.01 -5.47 2.78
H -2.10 2.33 2.59
H -1.00 1.41 -2.45
H 1.17 -0.23 -0.18
H 1.25 -0.06 -3.91
C 1.01 -6.87 1.51
H 1.93 -7.45 1.49
H 2.11 -3.86 1.16
H -1.21 0.31 0.00
H 2.19 3.02 -4.33
C 0.31 2.81 -3.25
C -2.31 4.44 2.29
H -0.39 -0.06 -4.40
O -1.33 5.45 2.27
H 0.79 5.17 2.93
H -2.61 4.43 3.34
H 0.69 1.12 -1.98
C 0.85 -5.19 -0.02
H 0.80 -1.89 0.09
H -1.54 2.64 1.01
C -0.01 4.83 2.28
O 0.63 -4.69 -1.15
C 0.39 -0.97 -0.32
O 0.67 1.50 -5.01
H 0.28 -1.23 -1.38
H -3.07 4.55 1.52
H 0.32 -3.75 1.57
C 1.16 2.71 -4.47
H 0.27 -5.44 2.97
H -0.70 3.15 -3.48
H 0.77 3.42 -2.48
H -0.34 3.26 3.70
C -1.63 3.11 1.99
C 1.16 -4.39 1.28
H 0.60 2.75 2.41
C -0.27 3.37 2.62
H 0.28 -7.63 1.79
C -0.77 -0.57 0.45
H 0.95 3.46 -5.23
C 0.39 0.60 -4.03
O 0.61 -6.47 0.27
C 1.07 -5.48 2.23
C 0.04 1.48 -2.78
H 0.39 5.01 1.28
H -0.35 -0.18 1.38
Y -3.75 -2.83 1.02
*
```

Entry from OMol25: C31H24IMnN9O8 as an isolated structure (wB97M-V/def2-TZVPD).

Output
E_HOMO (alpha / beta) = -0.29829 / -0.27716 Ha
relative energy (zero: lowest compared OMol25 entry of this formula, charge and spin) = 43.71 kJ/mol
gap between HOMO and LUMO (alpha / beta) = 7.32 / 6.74 eV
energy = -101751.5676 eV
LUMO level (alpha / beta) = -0.8 / -0.8 eV
expectation value of S² = 0.795

```
! RIJCOSX wB97M-V def2-TZVPD def2/J DEFGRID3
* xyz 0 2
C -0.21 -4.66 2.95
N -0.01 -0.56 -1.01
C 1.46 3.63 1.70
H -1.76 6.50 0.62
N 0.91 2.43 1.69
C -1.14 4.50 0.13
C -0.48 2.48 -2.78
I 2.05 6.02 3.61
H 0.19 1.20 3.16
H -0.30 4.81 -0.49
C 0.61 -2.48 2.27
C -2.33 2.76 1.02
H -0.13 3.32 -4.72
N -1.52 0.59 0.59
H -3.43 0.85 1.29
C -1.11 -2.73 -0.71
H -2.80 -5.56 0.06
H -2.24 1.93 -1.78
Mn 0.42 1.12 0.15
O -0.20 -0.45 3.21
C 1.97 -6.56 0.87
C -0.19 -4.64 -1.88
C 0.65 -5.21 2.03
H 0.55 -5.05 -2.56
H 0.55 3.16 4.81
H 1.89 4.05 0.81
N -1.83 -0.75 0.42
C 1.49 -3.06 1.34
C -2.08 -4.91 -0.41
H -0.86 -5.29 3.56
H 1.66 -0.56 -2.20
O 2.44 1.40 -0.35
C 2.78 1.91 -1.46
N 0.78 -2.43 -2.14
C 0.83 -1.14 -1.80
C -1.96 2.39 -2.73
H -2.42 3.38 -2.78
H 3.92 2.61 -3.33
H -4.00 3.23 2.29
O 0.81 -6.53 1.69
N 0.50 2.18 2.94
C 0.46 -0.98 2.30
H -2.77 -3.12 0.57
H 1.50 -2.82 -2.72
C -0.21 -3.27 3.06
H -3.64 5.69 2.06
H 2.12 -2.44 0.73
C 0.77 3.20 3.76
N 0.22 2.96 -3.84
H -0.87 -2.77 3.76
H 2.83 -6.88 1.46
C -0.18 -3.28 -1.59
C -1.02 -1.31 -0.41
O 2.19 -5.23 0.40
C 1.48 -4.43 1.25
O 2.20 3.71 -5.63
O 3.82 3.06 -4.25
C 1.39 4.17 2.99
C -3.19 3.62 1.68
N 0.35 2.10 -1.83
C 1.56 2.85 -3.57
C -1.14 -5.45 -1.29
C -2.99 4.99 1.55
H 1.80 -7.22 0.02
O 1.05 -0.37 1.35
C 1.62 2.32 -2.31
C -1.95 5.44 0.76
H -2.35 1.79 -3.55
H -1.15 -6.51 -1.51
C -2.06 -3.56 -0.12
C 2.57 3.25 -4.58
N -1.32 3.19 0.26
C -2.49 1.31 1.02
O 3.93 2.09 -1.89
*
```

Entry from OMol25: a 2-piece molecular cluster, C9H14BrClN2 overall in a non-equilibrium geometry (wB97M-V/def2-TZVPD).

Output
E_HOMO = -0.30878 Ha
relative energy (zero: lowest compared OMol25 entry of this formula, charge and spin) = 49.04 kJ/mol
gap between HOMO and LUMO = 9.07 eV
energy = -95103.1316 eV
LUMO level = 0.7 eV
SMILES string = CC/C=C(/Br)n1nc(C)cc1C.Cl

```
! RIJCOSX wB97M-V def2-TZVPD def2/J DEFGRID3
* xyz 0 1
H -2.40 1.19 0.95
N 0.27 -0.79 -0.13
C 1.97 -1.92 -0.69
H 0.56 1.77 0.46
C -0.38 2.02 0.79
H 2.73 -2.43 -1.27
H 3.52 -2.25 1.95
H 0.67 -2.50 -2.93
N 1.16 -0.50 0.82
Br -2.15 -1.93 0.44
H -0.65 -1.31 -2.75
C -0.07 -2.17 -2.25
H -0.68 -2.95 -2.07
H 4.23 -1.34 0.79
C 0.74 -1.62 -1.12
Cl -5.39 1.50 0.08
H -0.34 3.98 0.08
H -0.92 2.95 -1.20
C -0.94 3.16 -0.12
C -1.00 -0.40 0.26
C -1.35 0.82 0.71
C 3.38 -1.32 1.41
H -0.44 2.44 1.75
H -2.00 3.40 0.16
H -5.90 1.94 1.22
H 3.19 -0.44 2.08
C 2.15 -1.30 0.59
*
```

Entry from OMol25: C28H33AsCl2IrNO5S as an isolated structure (wB97M-V/def2-TZVPD).

Output
E_HOMO (alpha / beta) = -0.25912 / -0.28471 Ha
gap between HOMO and LUMO (alpha / beta) = 7.30 / 6.77 eV
energy = -140853.9670 eV
LUMO level (alpha / beta) = 0.3 / -1.0 eV
expectation value of S² = 6.013

```
! RIJCOSX wB97M-V def2-TZVPD def2/J DEFGRID3
* xyz 0 5
S -0.77 -0.37 -3.17
C 0.15 -3.48 3.58
H -0.67 -3.59 2.88
H -1.38 1.96 -4.89
C 1.77 -3.13 -2.03
O -0.49 -1.24 2.28
H -1.20 6.12 -2.65
C -3.37 2.94 -0.64
H -2.27 5.53 -1.39
C -2.31 2.52 -4.82
H -0.25 4.09 -1.42
H 2.24 -5.02 3.71
H -2.86 3.22 0.29
As -1.98 2.39 -1.89
C -4.39 1.83 -0.41
C -1.26 1.36 3.82
C -1.10 1.15 2.45
H -2.92 2.27 -5.69
H 0.49 -1.80 -5.37
H 2.16 -3.63 -5.34
H -0.24 4.57 4.07
C 3.00 -1.97 1.45
C 1.46 -3.21 2.88
H -2.35 -0.58 2.59
H 4.35 -6.09 2.77
C -0.95 2.57 4.40
H -3.92 0.93 -0.04
H -2.08 3.58 -4.89
H 4.45 -1.01 0.22
C 2.26 -3.68 -3.18
C 0.71 -1.06 1.76
H -3.44 1.18 -3.54
C 1.79 -3.21 -4.41
H -0.12 -2.68 4.26
H -3.93 2.86 -3.42
Cl 0.25 4.75 1.31
H 5.55 -5.04 2.00
C 3.96 -2.95 1.69
C -0.97 4.01 -2.24
C -0.33 3.42 2.27
H 3.34 0.12 1.03
C 2.45 -4.16 3.08
C 3.71 -4.05 2.50
C -1.54 -0.21 1.94
C 1.73 -2.10 2.06
H -1.65 0.56 4.43
H -0.41 3.83 -3.16
C 4.77 -5.08 2.76
H -5.14 2.16 0.32
Cl -1.15 2.79 6.12
C -1.82 5.27 -2.35
H -2.62 5.17 -3.08
O -0.43 2.12 0.33
H -3.84 3.83 -1.05
O 0.95 -0.08 1.05
C -0.48 3.62 3.63
C 0.87 -2.20 -4.44
H -4.93 1.59 -1.33
C -0.61 2.19 1.63
C 0.37 -1.64 -3.25
C -3.06 2.20 -3.53
O -1.92 -0.28 0.66
H 3.00 -4.47 -3.12
H 0.24 -4.40 4.16
C 3.41 -0.85 0.53
Ir -0.55 0.33 -0.77
O 0.40 -1.68 -0.94
H 2.78 -0.79 -0.35
H 4.93 -2.85 1.22
N 0.85 -2.15 -2.08
H 2.06 -3.41 -1.03
H 5.24 -4.91 3.73
*
```

Entry from OMol25: C30H46BrN3OsP2 as an isolated structure in a non-equilibrium geometry (wB97M-V/def2-TZVPD).

Output
E_HOMO (alpha / beta) = -0.68290 / -0.68548 Ha
relative energy (zero: lowest compared OMol25 entry of this formula, charge and spin) = 0.00 kJ/mol
gap between HOMO and LUMO (alpha / beta) = 5.52 / 4.60 eV
energy = -127371.1204 eV
LUMO level (alpha / beta) = -13.1 / -14.1 eV
expectation value of S² = 6.055

```
! RIJCOSX wB97M-V def2-TZVPD def2/J DEFGRID3
* xyz 4 5
H 7.35 -2.61 -2.07
C 6.93 1.65 -0.13
C -1.96 -2.26 -0.52
H 5.41 -3.01 3.22
H -0.37 -1.87 -2.70
H -5.42 2.52 -5.14
C -0.59 0.83 -1.44
C -3.42 2.77 -2.97
C -1.30 -4.57 1.44
H 5.95 -3.65 -1.73
C -1.45 2.05 4.59
Br 2.12 -0.90 2.26
H -2.33 1.68 1.41
C 5.86 0.67 0.32
H 4.42 -1.20 1.58
H -1.59 -0.99 6.12
C -6.52 4.25 -5.82
H -1.67 3.11 4.75
H -3.75 2.80 -0.27
H 5.60 0.82 1.37
N -0.76 0.30 3.11
H -0.76 -1.66 3.79
H -1.48 -5.00 0.45
C -2.09 1.62 0.35
H -6.83 3.78 -6.76
C -2.99 -1.72 0.47
C 5.97 -2.23 2.71
H -5.56 5.99 -2.55
H -6.89 7.14 -4.32
H 4.54 -1.75 -1.18
H 0.02 -3.15 2.45
C 5.28 -1.87 1.40
H 1.21 -3.67 -0.77
H -3.07 2.73 -4.01
H -1.93 -1.64 -1.42
H -0.58 2.30 2.60
N -6.90 5.50 -5.60
C 0.33 -2.69 -2.49
H 0.78 -4.07 1.15
H -2.24 -4.13 1.78
H 4.87 -2.76 0.91
C -5.82 5.46 -3.46
C -1.42 -0.24 5.35
H -2.15 -3.29 -0.82
C -0.94 0.90 -0.06
H -2.48 2.45 7.00
C -4.56 3.44 -2.68
H 1.18 -2.57 -3.17
H 4.94 0.80 -0.27
H 6.06 -1.37 3.39
H -3.53 -2.51 1.00
C -5.74 3.53 -4.90
H 6.76 2.63 0.34
H -1.05 -5.39 2.12
H 1.71 -1.99 -0.95
C -0.96 -0.62 4.09
H 5.61 -0.62 -2.01
C -2.88 2.23 -0.61
H -0.17 -3.63 -2.74
C 5.59 -1.52 -1.39
H 5.97 -2.65 -3.19
H 7.93 1.31 0.17
C -0.15 -3.57 1.44
C -1.72 1.12 5.61
N -2.24 1.49 6.79
C 6.26 -2.68 -2.13
C -2.58 2.14 -1.98
H -2.50 -1.08 1.24
H 6.94 1.79 -1.21
H -3.72 -1.10 -0.06
H -4.91 3.54 -1.64
C -1.42 1.42 -2.38
C -6.56 6.11 -4.46
H -1.19 1.34 -3.44
P 6.43 -1.08 0.19
H 0.35 0.34 -1.71
C 0.86 -2.68 -1.06
C -0.91 1.62 3.38
Os -0.07 -0.31 1.24
C -5.38 4.13 -3.68
H -2.43 0.83 7.53
P -0.30 -2.18 0.25
H 6.98 -2.60 2.51
*
```

Entry from OMol25: C17H20MoN5O6S3Te as an isolated structure in a non-equilibrium geometry (wB97M-V/def2-TZVPD).

Output
E_HOMO = -0.12089 Ha
relative energy (zero: lowest compared OMol25 entry of this formula, charge and spin) = 60.18 kJ/mol
gap between HOMO and LUMO = 4.60 eV
energy = -79344.8006 eV
LUMO level = 1.3 eV

```
! RIJCOSX wB97M-V def2-TZVPD def2/J DEFGRID3
* xyz -1 1
C 1.23 -0.01 -1.31
H 0.56 -6.33 1.06
H 4.55 1.57 3.57
S -0.01 2.96 2.94
H -3.39 2.61 -2.64
C -1.70 2.52 -0.49
H 3.73 1.52 5.13
N -0.62 -4.73 0.62
C 1.46 3.75 5.14
O 0.42 0.08 -0.30
C 3.83 2.08 4.20
S -2.15 -2.65 0.00
Te -0.47 -0.63 3.31
O -0.65 2.57 0.13
H 0.91 3.23 5.93
H 1.39 -2.80 -5.04
C 0.79 -2.15 -4.41
H 2.43 -1.56 -3.15
C 1.37 -1.47 -3.35
H 4.22 3.07 4.45
C 0.60 -0.67 -2.52
S 2.39 1.23 2.00
H 0.95 4.69 4.95
N -2.75 -1.10 -4.10
H -3.23 1.28 -1.02
N -2.25 0.57 0.66
H 2.50 -2.53 0.53
C -1.34 -1.22 -3.84
H 2.47 3.95 5.49
O 2.39 0.34 -1.34
N 0.45 -2.66 0.37
O -3.22 -1.68 -5.05
Mo 0.13 1.03 1.56
C -0.71 -3.41 0.35
H -1.36 0.08 -2.14
H 0.38 -1.65 0.20
C 2.50 2.17 3.48
C 1.76 -4.54 0.80
H -1.03 -2.54 -5.49
H -3.00 0.42 1.32
C -0.76 -0.55 -2.77
O -3.42 -0.41 -3.34
H -4.04 3.60 -1.32
H 2.71 -5.02 0.97
C 1.46 2.91 3.89
C 1.66 -3.21 0.56
H -2.09 -0.33 0.17
N -2.65 1.57 -0.25
O -1.96 3.47 -1.38
C -3.23 3.50 -2.04
H -3.19 4.38 -2.68
C -0.56 -2.03 -4.66
C 0.56 -5.26 0.84
*
```

Entry from OMol25: C3H4O2S in the gas phase in a non-equilibrium geometry (wB97M-V/def2-TZVPD).

Output
E_HOMO = -0.39904 Ha
relative energy (zero: lowest compared OMol25 entry of this formula, charge and spin) = 434.25 kJ/mol
gap between HOMO and LUMO = 11.24 eV
energy = -18101.5646 eV
LUMO level = 0.4 eV
SMILES string = C#CS(C)(=O)=O

```
! RIJCOSX wB97M-V def2-TZVPD def2/J DEFGRID3
* xyz 0 1
O 1.47 -1.56 -0.27
S 0.78 -0.17 0.12
C -0.60 -0.45 1.38
C -0.12 0.53 -1.19
H -0.14 -1.11 2.20
C -0.43 0.97 -2.27
O 1.60 0.92 0.63
H -1.37 -0.94 1.00
H -0.60 0.59 1.74
H -0.59 1.22 -3.33
*
```

Entry from OMol25: C13H12F5NO3 in the gas phase in a non-equilibrium geometry (wB97M-V/def2-TZVPD).

Output
E_HOMO = -0.30041 Ha
gap between HOMO and LUMO = 8.61 eV
energy = -34887.4281 eV
LUMO level = 0.4 eV
SMILES string = O=C(CCC(=O)OCC(F)(F)C(F)F)Nc1ccccc1F

```
! RIJCOSX wB97M-V def2-TZVPD def2/J DEFGRID3
* xyz 0 1
C 3.24 0.21 -0.12
C -2.71 -1.89 -0.21
F -4.28 2.09 1.74
F -3.98 1.04 -1.81
C 3.69 1.47 -0.63
C -3.80 2.00 0.49
H 5.40 2.88 -0.73
O -3.19 -2.26 -1.24
C 1.21 -1.04 0.05
C 5.33 -0.48 0.70
C -4.57 0.99 -0.29
C -0.47 -0.87 -0.22
C 5.06 1.76 -0.52
H 6.85 1.11 0.23
H -0.86 -2.84 -0.52
H -0.49 -0.80 -1.44
C -4.59 -0.52 0.20
H -5.14 -1.12 -0.26
F 2.96 2.31 -1.14
N 1.98 0.14 -0.32
F -5.92 1.31 -0.38
F -2.54 1.60 0.52
C 4.06 -0.86 0.35
H 3.65 -1.53 0.89
H -5.06 -0.52 1.30
H -4.17 2.94 0.20
H -1.17 -2.25 1.00
H 1.34 0.80 -0.87
O -3.25 -0.87 0.66
O 1.52 -2.02 0.69
C 5.82 0.68 0.38
H -0.76 0.09 0.18
H 6.04 -1.31 1.01
C -1.20 -2.23 0.11
*
```

Entry from OMol25: C18H14F4N2 in the gas phase (wB97M-V/def2-TZVPD).

Output
E_HOMO = -0.33731 Ha
relative energy (zero: lowest compared OMol25 entry of this formula, charge and spin) = 0.00 kJ/mol
gap between HOMO and LUMO = 8.86 eV
energy = -32744.0754 eV
LUMO level = -0.3 eV
SMILES string = Cc1ccccc1Cc1cnc2cc(C(F)(F)C(F)F)ccc2n1

```
! RIJCOSX wB97M-V def2-TZVPD def2/J DEFGRID3
* xyz 0 1
N 0.03 -0.49 1.60
H -2.65 -2.78 0.58
H -5.37 -2.39 -2.69
C -3.22 -2.13 -0.08
H -1.32 1.19 -0.93
C -3.17 -0.75 0.09
F 5.53 1.69 -1.74
H -3.81 1.94 0.32
C -4.73 -0.57 -1.76
H 4.48 -0.94 2.34
F 6.22 0.41 1.39
C 1.33 -0.25 1.25
C 4.01 0.24 0.62
C 5.45 0.46 0.28
C -3.99 -2.73 -1.07
H 2.12 -1.39 2.91
C 1.66 0.52 0.13
H 3.24 1.36 -1.03
C -0.53 0.80 -0.31
C 3.01 0.76 -0.17
H -3.37 2.00 -1.38
C -3.96 0.05 -0.77
H -4.03 -3.80 -1.18
F 5.16 2.80 0.10
H -5.34 0.04 -2.41
C -4.75 -1.95 -1.92
H -5.04 1.87 -0.96
C 2.37 -0.79 2.05
C 5.83 1.76 -0.44
H -2.76 0.71 1.59
F 5.88 -0.56 -0.52
C -0.87 0.04 0.83
C -4.05 1.55 -0.66
H -2.30 -0.93 2.00
C -2.31 -0.20 1.20
C 3.68 -0.55 1.74
H 6.90 1.96 -0.33
N 0.69 1.06 -0.68
*
```